Record 1
# C2H2BrFO

A cluster of 2 separate species, C2H2BrFO in total at a distorted geometry (wB97M-V/def2-TZVPD, the OMol25 dataset).

Structure (XYZ):
```
7
Properties=species:S:1:pos:R:3:forces:R:3
C -0.634474 -0.264791 1.502043 0.350 -0.006 0.171
C 0.938706 0.458198 -1.458932 -0.068 0.438 -1.572
O 0.410352 1.208063 -2.197044 0.474 -0.767 1.092
F 1.822688 -0.488987 -1.831229 -0.401 0.348 0.422
Br -2.212883 -0.302007 0.589702 -0.374 -0.015 -0.223
H -0.448486 -1.023035 2.237312 -0.035 -0.081 0.108
H 0.124097 0.412559 1.158147 0.053 0.083 0.001
```
Forces are in eV/Å.

Results
LUMO level (alpha / beta) (eV): 0.9 / -2.0
Frontier orbital gap (alpha / beta) (eV): 9.39 / 8.74
Molecular weight (u): 140.939
Total charge: 0
Multiplicity: 3

Record 2
# C26H37Cl2FeNO2P2

A structure of composition C26H37Cl2FeNO2P2 at a distorted geometry (wB97M-V/def2-TZVPD, the OMol25 dataset).

Structure (XYZ):
```
71
Properties=species:S:1:pos:R:3:forces:R:3
Fe 0.231398 0.602241 0.550645 -0.058 -0.413 0.486
C 1.166968 -0.949611 -3.269919 0.004 -0.029 0.018
C 2.112255 0.164090 -2.826842 -0.050 0.041 -0.051
C 3.450619 -0.388738 -2.343497 0.001 -0.014 -0.004
P 1.293776 1.246470 -1.576436 -0.077 -0.007 0.289
C 2.340662 2.771957 -1.514816 0.041 -0.012 -0.072
C 3.405005 2.582590 -0.426474 -0.010 -0.007 0.016
C 1.554056 4.049682 -1.227176 0.001 -0.002 0.019
C -0.304214 1.685709 -2.314753 0.074 0.055 -0.114
C -0.399438 2.587264 -3.374790 0.021 -0.003 0.054
C -1.624766 3.060228 -3.804258 -0.013 0.022 -0.013
C -2.769632 2.661054 -3.125452 -0.003 -0.008 0.007
C -2.697048 1.741351 -2.094902 0.030 -0.051 -0.017
C -1.472564 1.174723 -1.717880 -0.115 -0.020 0.023
N -1.343955 0.200581 -0.706015 -0.284 0.220 0.078
C -2.216423 -0.821156 -0.543276 0.243 -0.046 -0.031
C -3.257360 -1.147613 -1.461057 -0.015 -0.009 0.026
C -4.141555 -2.164195 -1.222874 -0.005 0.037 -0.040
C -4.071240 -2.984579 -0.079442 -0.013 -0.022 0.017
C -3.022040 -2.800283 0.767813 0.092 -0.047 -0.095
C -2.064008 -1.778494 0.537044 -0.215 0.088 0.282
P -0.522511 -1.765730 1.314922 2.363 1.000 -1.873
C 0.500727 -3.307130 1.175571 -0.664 -0.544 0.493
C 1.625369 -3.383171 2.204814 0.052 0.003 -0.061
C 1.041850 -3.214870 -0.253525 -0.028 -0.091 0.007
C -0.268940 -1.581068 4.454349 -0.442 -0.203 -0.693
C -2.166087 0.060730 3.752542 0.608 0.003 -0.175
C 0.557688 -1.424782 5.654568 0.101 0.328 -0.038
H 1.637696 -1.533537 -4.062224 0.000 -0.002 0.001
H 0.224763 -0.556999 -3.650834 0.002 0.001 -0.008
H 0.944257 -1.625611 -2.444690 -0.007 0.016 0.006
H 2.291531 0.826293 -3.681997 -0.009 -0.010 -0.006
H 3.336580 -0.940730 -1.407182 0.000 0.006 0.004
H 4.192356 0.393478 -2.190096 0.000 -0.001 -0.006
H 3.851077 -1.077414 -3.088938 0.003 -0.002 0.002
H 2.835305 2.861793 -2.487672 -0.006 -0.001 -0.004
H 2.943003 2.645006 0.562176 -0.002 -0.005 0.000
H 4.151874 3.374498 -0.495438 0.000 0.001 0.004
H 3.920583 1.624916 -0.485021 0.009 0.009 -0.005
H 0.951253 3.939648 -0.324633 0.006 -0.002 0.009
H 0.889677 4.335674 -2.038178 -0.004 0.001 0.008
H 2.255211 4.868244 -1.055890 0.002 0.001 -0.012
H 0.507207 2.940001 -3.853784 -0.007 -0.002 -0.012
H -1.686930 3.758974 -4.626942 0.002 -0.002 -0.001
H -3.732500 3.072373 -3.399786 0.002 0.000 -0.004
H -3.597954 1.463670 -1.566780 -0.027 -0.053 0.004
H -3.352546 -0.583991 -2.374237 0.001 0.069 -0.029
H -4.919123 -2.347476 -1.954400 0.000 -0.006 0.001
H -4.800613 -3.763796 0.086373 0.000 0.002 0.011
H -2.880643 -3.455731 1.618969 -0.017 -0.002 0.004
H -0.131294 -4.195641 1.249795 -0.065 0.047 0.076
H 2.425831 -2.686165 1.957953 -0.022 0.042 0.027
H 2.043288 -4.390258 2.201422 0.030 0.012 -0.033
H 1.290422 -3.164767 3.217655 -0.013 -0.047 0.009
H 1.710308 -2.358732 -0.354953 -0.018 0.014 -0.016
H 0.242037 -3.134048 -0.990450 0.003 -0.007 0.000
H 1.607754 -4.123955 -0.469568 0.015 0.006 0.011
H -0.843847 -2.473617 4.219586 -0.023 -0.008 0.102
H -1.118729 0.510177 1.874623 -0.508 -0.649 0.183
H -2.415659 -0.254227 4.750487 0.102 0.064 0.051
H -2.739535 0.579542 3.003487 -0.227 0.039 0.185
H 1.416666 -0.775204 5.472963 -0.019 0.025 -0.001
H 0.915209 -2.407287 5.969886 0.010 0.016 0.002
H -0.006785 -0.996979 6.492710 -0.008 0.024 -0.013
Cl 2.228580 0.212737 2.429937 0.139 -0.382 0.488
C 0.732372 0.735390 3.160342 -0.173 -0.175 -2.111
Cl -0.719267 -0.370345 3.113418 -0.448 0.923 2.145
C -1.402269 3.511484 1.805618 -0.007 -0.070 0.033
O -1.911880 4.095208 2.657663 0.004 0.009 0.002
O -0.889267 2.916226 0.946348 0.027 0.110 -0.116
H 0.665411 1.673929 3.683395 -0.384 -0.281 0.471
```
Forces are in eV/Å.

Results
LUMO level (alpha / beta) (eV): -4.1 / -4.1
Frontier orbital gap (alpha / beta) (eV): 5.92 / 5.86
Molecular weight (u): 584.286
Total charge: +1
Multiplicity: 6